# C50H53BrCl2F10O11

A 4-piece molecular cluster, C50H53BrCl2F10O11 overall in a non-equilibrium geometry (ωB97M-V with the def2-TZVPD basis set, the Open Molecules 2025 dataset).

```
127
Properties=species:S:1:pos:R:3:mulliken_charge:R:1
C 1.7271 3.8837 1.7451 -1.060
C 2.0283 2.7234 2.8442 -0.081
C 2.9758 1.5450 2.3022 -0.852
C 2.3293 0.6228 1.1706 0.560
C 2.8323 0.8246 -0.3205 0.294
C 3.9158 1.9427 -0.7106 -0.582
C 5.4324 1.4876 -0.4828 0.045
O 6.2654 2.4193 -0.2222 -0.538
C 2.2991 -0.0596 -1.5053 0.052
C 1.2265 -1.1944 -1.2383 0.216
C 0.6905 -1.3715 0.2024 0.144
C -0.4358 -2.4848 0.4905 -0.275
C -1.7951 -1.6628 0.8519 0.495
O -2.2090 -0.8963 -0.0609 -0.438
F -2.5073 -1.8072 2.0733 -0.348
C 1.2446 -0.4673 1.3765 1.026
C 0.6611 -0.6933 2.8450 -0.394
Cl 1.3023 -1.8860 4.0630 -0.184
C -0.4568 0.1274 3.2281 0.084
C -1.1479 1.2010 2.2465 -0.617
Cl -1.2354 -0.0084 4.9020 -0.171
C 0.7883 -2.0690 -2.5080 0.184
O 0.6325 -3.3162 -2.5110 -0.567
C 0.5945 -1.2291 -3.8779 0.145
C -0.5715 -1.5827 -4.8683 0.475
O -1.3911 -2.6838 -4.5134 -0.358
C -2.7933 -2.3113 -4.3642 -0.694
C -3.1263 -2.2502 -2.7612 1.900
C -4.0770 -0.9571 -2.5672 -1.651
C -3.7459 -3.6237 -2.2107 0.239
C -2.6221 -4.7781 -1.9428 -0.774
C -4.5814 -3.4920 -0.8416 -1.064
C -0.6933 -0.7123 -6.1506 -0.332
Br -2.0881 -1.0650 -7.4988 -0.157
C 0.3134 0.4762 -6.4052 -0.581
C 1.4883 0.8174 -5.4124 0.592
C 2.5318 2.0130 -5.6489 0.180
C 1.9452 3.2571 -6.4822 -0.732
C 1.6344 4.5594 -5.6095 0.385
C 2.7195 5.4774 -4.9465 -0.325
C 2.2877 6.7507 -4.1206 -0.447
C 0.7821 7.1688 -3.9292 -0.431
C -0.3037 6.2427 -4.5856 -0.415
C 0.1284 4.9840 -5.4039 -0.318
C 1.6296 -0.0675 -4.1356 0.091
C 2.7984 0.1284 -3.0336 -0.163
O 3.9912 0.3668 -3.3556 -0.528
H 0.8393 4.5023 2.1483 0.402
H 2.6387 4.5984 1.8050 0.290
H 1.5609 3.4779 0.6910 0.182
H 1.0897 2.3110 3.3461 0.085
H 2.6267 3.2555 3.6842 0.278
H 3.2331 0.8710 3.2031 0.371
H 3.9663 2.0248 1.9720 0.082
H 3.7773 2.3112 -1.7992 0.226
H 3.7381 2.8682 -0.0525 0.033
H 5.8216 0.4095 -0.5041 0.366
H -0.1401 -3.2318 1.3016 0.504
H -0.7090 -3.1031 -0.4427 -0.109
H -2.2751 1.2825 2.4982 0.110
H -1.0427 0.9319 1.1380 0.118
H -0.7288 2.2637 2.3669 0.269
H -3.4051 -3.2164 -4.7517 0.014
H -3.0868 -1.3275 -4.8619 0.446
H -2.1007 -2.0258 -2.2662 -1.069
H -3.3955 -0.0352 -2.7461 0.360
H -4.8414 -0.9515 -3.4176 0.343
H -4.5197 -0.8482 -1.5220 0.399
H -4.4475 -4.0760 -3.0172 0.349
H -2.4393 -4.9387 -0.8074 0.163
H -2.9543 -5.8018 -2.3586 0.171
H -1.6105 -4.5397 -2.4196 0.212
H -5.0688 -4.5199 -0.6216 0.324
H -5.4122 -2.7087 -0.8877 0.371
H -3.8267 -3.3245 0.0090 0.043
H 0.1628 1.1062 -7.3548 0.212
H 3.4236 1.5989 -6.2577 0.314
H 2.9839 2.3719 -4.6452 -0.126
H 2.7653 3.5615 -7.2424 0.345
H 1.0107 3.0280 -7.0996 0.376
H 3.8373 5.2219 -5.0670 0.310
H 3.0647 7.4458 -3.6400 0.298
H 0.5342 8.1115 -3.3256 0.319
H -1.4270 6.4847 -4.4941 0.291
H -0.6758 4.3075 -5.8791 0.222
C -1.1317 -9.8298 2.5115 -1.101
C -1.7577 -8.4490 2.4904 -0.224
O -2.3666 -8.1872 1.2164 -0.276
C -3.6024 -8.7020 1.0340 0.333
O -4.1939 -9.3515 1.8579 -0.511
C -4.1479 -8.3068 -0.3360 0.898
F -3.2354 -8.4584 -1.3206 -0.257
F -4.5312 -7.0111 -0.3694 -0.212
F -5.2202 -9.0324 -0.7007 -0.262
H -0.4309 -9.9465 1.6808 0.304
H -0.6004 -9.9985 3.4504 0.371
H -1.8908 -10.6076 2.3993 0.315
H -0.9815 -7.6925 2.6288 0.306
H -2.4803 -8.3209 3.3009 0.318
C 8.2033 2.3866 2.7154 -1.099
C 7.6724 3.8030 2.6164 -0.242
O 6.7284 4.0654 3.6683 -0.269
C 7.2534 4.3936 4.8685 0.315
O 8.4341 4.4691 5.0942 -0.518
C 6.1423 4.6930 5.8719 0.879
F 5.1472 3.7787 5.8302 -0.237
F 5.5661 5.8933 5.6395 -0.251
F 6.5812 4.7185 7.1431 -0.245
H 7.3798 1.6680 2.7286 0.211
H 8.8584 2.1603 1.8721 0.354
H 8.7673 2.2416 3.6403 0.419
H 7.1353 3.9271 1.6731 0.328
H 8.4810 4.5390 2.6256 0.363
C -4.2821 0.6984 4.3022 -0.818
C -5.0098 0.7828 5.6292 -0.481
O -5.6805 2.0460 5.7615 -0.344
C -6.8798 2.1466 5.1479 0.374
O -7.3925 1.2605 4.5133 -0.510
C -7.5003 3.5165 5.4111 0.872
F -6.6123 4.5238 5.2609 -0.244
F -7.9801 3.6164 6.6704 -0.249
F -8.5276 3.7900 4.5867 -0.239
H -3.6042 1.5467 4.1819 0.373
H -3.7087 -0.2261 4.2350 0.263
H -4.9848 0.7310 3.4653 0.424
H -4.2879 0.7232 6.4474 0.310
H -5.7114 -0.0459 5.7582 0.336
```

E_HOMO: -0.327 hartree
energy: -7257.1734 Ha
SMILES: CCCc1c(CC=O)c2c(c(CC(=O)F)c1/C(Cl)=C(\C)Cl)C(=O)c1c(OC[C@@H](C)C(C)C)c(Br)cc(CCc3ccccc3)c1C2=O.CCOC(=O)C(F)(F)F.CCOC(=O)C(F)(F)F.CCOC(=O)C(F)(F)F
gap between HOMO and LUMO: 7.1 eV